Here is an isolated molecule of C2H3IS in a non-equilibrium geometry from the Open Molecules 2025 dataset. Energies are from the ωB97M-V functional and the def2-TZVPD basis.

Atoms and positions in Å:
C  0.649  0.350  -0.029
C  -0.637  -0.151  0.159
S  -0.852  -2.364  0.144
I  -2.460  0.926  -0.006
H  1.302  0.008  0.730
H  0.870  1.416  -0.143
H  1.126  -0.186  -0.856

## Properties
E: -773.7335 Ha
E_HOMO (spin up / spin down): -0.32838 / -0.30618 hartree

=====

Here is C25H20FeN6O2S as an isolated structure in a non-equilibrium geometry from the Open Molecules 2025 dataset. Energies are from the ωB97M-V functional and the def2-TZVPD basis.

Atoms and positions in Å:
Fe  0.490  0.792  -0.429
O  0.969  -2.317  1.629
C  0.664  -1.165  1.486
N  1.447  -0.116  1.029
C  2.246  0.655  1.780
C  2.912  0.285  2.967
C  3.803  1.162  3.526
C  4.056  2.425  2.947
C  3.384  2.841  1.828
C  2.416  1.991  1.254
N  1.562  2.317  0.259
C  1.936  3.040  -0.877
O  1.715  4.196  -1.114
C  2.495  2.061  -1.909
C  3.416  2.403  -2.882
C  3.860  1.406  -3.741
C  3.358  0.124  -3.600
C  2.417  -0.128  -2.610
N  2.004  0.819  -1.779
C  -0.745  -0.616  1.713
C  -1.640  -1.230  2.573
C  -2.837  -0.585  2.844
C  -3.088  0.634  2.240
C  -2.147  1.162  1.365
N  -1.001  0.555  1.103
H  2.756  -0.703  3.377
H  4.344  0.882  4.417
H  4.773  3.079  3.418
H  3.530  3.830  1.416
H  3.761  3.422  -2.950
H  4.586  1.628  -4.510
H  3.681  -0.679  -4.244
H  1.991  -1.112  -2.467
H  -1.375  -2.175  3.019
H  -3.555  -1.020  3.524
H  -3.989  1.186  2.449
H  -2.303  2.115  0.881
N  -3.091  1.663  -1.629
C  -2.549  0.431  -1.622
S  -0.935  0.281  -2.164
N  -3.321  -0.579  -1.218
C  -3.038  -1.959  -1.049
C  -2.128  -2.655  -1.830
C  -1.939  -4.008  -1.587
C  -2.657  -4.664  -0.602
C  -3.591  -3.967  0.148
C  -3.784  -2.616  -0.073
H  -2.537  2.407  -2.027
H  -4.089  1.803  -1.587
H  -4.239  -0.325  -0.873
H  -1.582  -2.165  -2.617
H  -1.228  -4.552  -2.189
H  -2.500  -5.717  -0.430
H  -4.172  -4.474  0.904
H  -4.511  -2.068  0.513

## Properties
Net charge: +1
Multiplicity: 2
E: -3105.3983 Ha
E_HOMO (spin up / spin down): -0.35216 / -0.35222 hartree

=====

Here is a 2-piece molecular cluster, C4H10N2P overall in a non-equilibrium geometry from the Open Molecules 2025 dataset. Energies are from the ωB97M-V functional and the def2-TZVPD basis.

Atoms and positions in Å:
C  -0.967  -1.023  0.811
C  1.133  0.356  -0.178
C  1.101  0.039  1.336
C  -0.215  0.686  -0.686
N  0.109  -1.008  1.525
N  -1.224  -0.131  -0.110
P  -0.483  1.088  -2.483
H  -1.688  -1.853  0.868
H  1.794  1.241  -0.365
H  1.412  -0.701  -0.639
H  2.056  -0.495  1.533
H  0.988  1.002  1.953
H  -0.310  2.089  0.008
H  0.356  -1.909  1.949
H  -2.135  0.009  -0.385
H  -1.889  0.928  -2.208
H  -0.039  -0.317  -2.932

## Properties
Net charge: +1
E: -608.9380 Ha
E_HOMO: -0.50516 hartree

=====

Here is an isolated molecule of H2I2P2 from the Open Molecules 2025 dataset. Energies are from the ωB97M-V functional and the def2-TZVPD basis.

Atoms and positions in Å:
P  -0.286  0.801  0.360
P  -2.169  -0.048  1.106
I  -2.402  -2.195  -0.058
I  -3.665  1.430  -0.127
H  0.468  -0.258  0.870
H  -0.340  0.239  -0.916

## Properties
E: -1279.3129 Ha
E_HOMO: -0.33232 hartree

=====

Here is a 3-piece molecular cluster, C20H35N2O6 overall in a non-equilibrium geometry from the Open Molecules 2025 dataset. Energies are from the ωB97M-V functional and the def2-TZVPD basis.

Atoms and positions in Å:
C  -0.439  5.573  4.950
C  -0.631  5.623  3.365
C  -1.681  6.474  2.615
C  -1.778  6.408  1.048
C  -0.869  5.496  0.191
C  0.209  4.633  0.944
C  1.205  3.622  0.168
C  0.972  2.156  0.787
C  2.257  1.561  1.548
N  2.140  0.125  1.960
C  0.741  -0.396  1.885
C  -0.055  -0.017  0.535
N  0.595  1.108  -0.261
C  0.307  4.719  2.511
H  0.207  6.411  5.376
H  -1.490  5.545  5.428
H  0.048  4.564  5.227
H  -2.387  7.136  3.216
H  -2.546  7.052  0.482
H  -0.933  5.401  -0.951
H  2.285  3.939  0.396
H  1.052  3.698  -0.960
H  0.042  2.234  1.470
H  3.127  1.606  0.781
H  2.527  2.286  2.385
H  2.357  0.133  2.978
H  0.701  -1.542  1.981
H  0.154  0.026  2.783
H  -0.328  -0.919  -0.126
H  -1.073  0.417  0.875
H  -0.114  1.531  -0.886
H  1.450  0.808  -0.756
H  1.092  4.041  3.005
C  0.623  1.110  -3.730
C  0.496  -0.378  -3.455
O  -0.563  -0.953  -4.223
C  -0.284  -1.166  -5.524
O  0.764  -0.924  -6.071
O  -1.379  -1.669  -6.108
C  -1.251  -1.846  -7.520
H  -0.336  1.613  -3.574
H  1.374  1.562  -3.076
H  0.914  1.299  -4.765
H  0.239  -0.531  -2.403
H  1.437  -0.906  -3.637
H  -0.368  -2.438  -7.768
H  -1.211  -0.872  -8.013
H  -2.135  -2.378  -7.873
C  -0.885  -4.297  0.217
C  0.404  -4.718  0.897
O  0.136  -5.462  2.090
C  -0.239  -6.741  1.903
O  -0.357  -7.296  0.837
O  -0.486  -7.283  3.105
C  -0.996  -8.615  3.042
H  -1.530  -3.758  0.916
H  -0.676  -3.655  -0.643
H  -1.451  -5.162  -0.134
H  0.959  -3.827  1.199
H  1.051  -5.288  0.223
H  -0.349  -9.261  2.446
H  -2.010  -8.605  2.634
H  -1.034  -9.007  4.059

## Properties
Net charge: +1
E: -1343.6158 Ha
E_HOMO: -0.42014 hartree

=====

Here is an isolated ion of composition C10H19N2O and charge +1 in a non-equilibrium geometry from the Open Molecules 2025 dataset. Energies are from the ωB97M-V functional and the def2-TZVPD basis.

Atoms and positions in Å:
C  -1.681  -0.025  1.869
C  -1.800  1.282  -0.046
C  0.039  -0.017  0.222
C  1.061  2.247  -0.188
C  1.782  0.933  1.815
C  0.310  -0.372  -2.240
C  -1.479  -1.598  -1.017
C  0.910  -2.190  -0.619
C  1.287  0.837  0.370
C  -0.060  -1.032  -0.912
N  -2.373  0.848  1.128
N  -0.528  -0.454  1.458
O  -2.153  1.995  -0.908
H  -2.097  -0.359  2.811
H  0.653  2.212  -1.192
H  2.005  2.783  -0.221
H  0.373  2.802  0.446
H  1.039  1.394  2.463
H  2.669  1.561  1.839
H  2.063  -0.040  2.214
H  1.331  -0.007  -2.239
H  -0.358  0.458  -2.455
H  0.218  -1.096  -3.044
H  -1.776  -2.131  -0.115
H  -2.199  -0.806  -1.217
H  -1.528  -2.301  -1.843
H  0.866  -2.903  -1.439
H  0.646  -2.715  0.297
H  1.937  -1.843  -0.542
H  2.080  0.373  -0.225
H  -3.248  1.243  1.476
H  0.013  -1.081  2.052

## Properties
Net charge: +1
E: -576.9027 Ha
E_HOMO: -0.47047 hartree

=====

Here is an isolated molecule of C38H35N3O2 in a non-equilibrium geometry from the Open Molecules 2025 dataset. Energies are from the ωB97M-V functional and the def2-TZVPD basis.

Atoms and positions in Å:
C  4.544  -0.389  4.578
O  3.612  0.693  4.351
C  2.361  0.408  3.893
C  1.699  1.411  3.126
C  0.519  1.108  2.447
C  -0.082  -0.136  2.683
N  -1.475  -0.286  2.577
C  -2.125  -1.263  3.297
C  -3.401  -0.867  3.528
N  -3.619  0.326  2.949
C  -4.941  0.895  2.938
C  -2.404  0.857  2.368
C  -2.635  1.439  1.022
C  -2.212  0.922  -0.238
C  -1.773  -0.420  -0.415
C  -1.378  -0.915  -1.641
C  -0.968  -2.314  -1.805
C  -1.586  -3.302  -1.009
C  -1.239  -4.648  -1.141
C  -0.238  -5.041  -2.039
C  0.396  -4.071  -2.826
C  0.031  -2.730  -2.713
C  -1.274  0.009  -2.793
O  -0.574  -0.248  -3.789
C  -2.020  1.280  -2.701
C  -2.251  2.086  -3.919
C  -3.408  2.893  -4.035
C  -3.712  3.550  -5.234
C  -2.854  3.461  -6.337
C  -1.673  2.720  -6.216
C  -1.374  2.061  -5.025
C  -2.405  1.697  -1.450
C  -3.544  2.587  0.977
C  -4.763  2.513  0.236
C  -5.695  3.534  0.286
C  -5.336  4.765  0.885
N  -6.085  5.888  0.653
C  -7.496  5.823  0.334
C  -5.459  7.163  0.384
C  -4.130  4.852  1.624
C  -3.277  3.765  1.712
C  0.648  -1.170  3.302
C  1.770  -0.863  4.058
H  5.518  0.098  4.543
H  4.391  -0.834  5.570
H  4.489  -1.174  3.808
H  2.147  2.401  3.115
H  0.030  1.845  1.806
H  -1.666  -2.182  3.595
H  -4.150  -1.377  4.121
H  -4.938  1.982  2.969
H  -5.511  0.582  2.057
H  -5.455  0.514  3.823
H  -2.063  1.708  2.982
H  -1.750  -1.076  0.455
H  -2.372  -3.007  -0.311
H  -1.753  -5.391  -0.532
H  0.044  -6.094  -2.130
H  1.179  -4.357  -3.530
H  0.513  -1.994  -3.351
H  -4.103  2.949  -3.195
H  -4.633  4.127  -5.310
H  -3.103  3.952  -7.282
H  -0.980  2.645  -7.056
H  -0.468  1.468  -4.972
H  -2.852  2.697  -1.374
H  -4.986  1.611  -0.349
H  -6.660  3.408  -0.207
H  -7.955  4.944  0.801
H  -7.966  6.732  0.729
H  -7.673  5.782  -0.752
H  -4.386  7.148  0.609
H  -5.595  7.440  -0.674
H  -5.950  7.928  0.995
H  -3.910  5.777  2.153
H  -2.366  3.813  2.307
H  0.292  -2.196  3.309
H  2.229  -1.609  4.731

## Properties
E: -1783.6508 Ha
E_HOMO: -0.23541 hartree

=====

Here is C58H49Cl3N9O5PdS as an isolated structure from the Open Molecules 2025 dataset. Energies are from the ωB97M-V functional and the def2-TZVPD basis.

Atoms and positions in Å:
Pd  0.411  0.985  -0.234
C  -10.228  -1.018  -8.540
O  -10.033  0.089  -7.671
C  -8.896  0.132  -6.947
C  -7.908  -0.849  -6.969
C  -6.777  -0.699  -6.182
C  -6.611  0.414  -5.368
C  -7.613  1.387  -5.351
C  -8.741  1.253  -6.128
C  -5.399  0.528  -4.558
N  -4.516  -0.428  -4.369
C  -3.559  0.120  -3.560
C  -3.862  1.426  -3.248
N  -5.045  1.678  -3.900
C  -3.036  2.244  -2.425
C  -3.266  3.589  -2.101
C  -2.380  4.252  -1.290
C  -1.277  3.560  -0.783
N  -1.044  2.296  -1.076
C  -1.889  1.631  -1.892
C  -1.562  0.250  -2.199
N  -0.448  -0.275  -1.629
C  -0.110  -1.521  -1.901
C  -0.855  -2.325  -2.771
C  -1.992  -1.821  -3.346
C  -2.374  -0.503  -3.051
H  -11.177  -0.842  -9.037
H  -10.280  -1.954  -7.979
H  -9.432  -1.077  -9.285
H  -8.007  -1.725  -7.593
H  -6.005  -1.456  -6.198
H  -7.534  2.261  -4.713
H  -9.524  1.999  -6.119
H  -5.556  2.542  -3.919
H  -4.136  4.103  -2.491
H  -2.527  5.290  -1.028
H  -0.564  4.042  -0.126
H  0.782  -1.892  -1.413
H  -0.520  -3.333  -2.970
H  -2.607  -2.407  -4.017
C  -0.420  -1.612  5.563
O  -0.043  -2.834  4.937
C  -0.997  -3.532  4.251
C  -1.042  -4.903  4.492
C  -1.957  -5.708  3.845
C  -2.852  -5.150  2.940
C  -2.787  -3.797  2.672
C  -1.856  -2.970  3.302
N  -1.858  -1.584  2.967
C  -0.904  -0.919  2.218
N  0.332  -1.470  2.230
C  1.504  -1.248  1.459
C  1.710  -0.339  0.425
C  2.954  -0.336  -0.222
C  3.969  -1.201  0.132
C  3.773  -2.108  1.168
C  2.556  -2.126  1.820
O  2.262  -2.970  2.849
C  3.216  -3.955  3.199
N  -1.171  0.198  1.616
C  -2.494  0.550  1.317
C  -3.002  1.792  1.689
C  -4.257  2.227  1.284
C  -5.038  1.411  0.486
C  -4.566  0.162  0.096
C  -3.308  -0.267  0.496
O  -2.773  -1.472  0.136
C  -3.607  -2.368  -0.579
H  0.234  -1.497  6.425
H  -1.458  -1.648  5.901
H  -0.287  -0.763  4.890
H  -0.353  -5.306  5.222
H  -1.985  -6.769  4.058
H  -3.584  -5.768  2.439
H  -3.454  -3.347  1.949
H  -2.779  -1.191  2.838
H  0.459  -2.244  2.867
H  3.123  0.370  -1.027
H  4.918  -1.174  -0.386
H  4.561  -2.789  1.453
H  4.139  -3.497  3.565
H  3.439  -4.605  2.349
H  2.765  -4.535  4.000
H  -2.383  2.427  2.311
H  -4.620  3.196  1.601
H  -6.023  1.729  0.170
H  -5.186  -0.468  -0.526
H  -3.008  -3.257  -0.759
H  -3.926  -1.949  -1.536
H  -4.493  -2.634  0.005
Cl  -0.721  0.105  8.828
C  0.055  1.211  7.745
C  -0.504  1.459  6.506
C  0.150  2.315  5.636
C  1.335  2.954  5.976
C  2.073  3.896  5.044
C  1.213  4.502  3.907
N  1.422  3.838  2.629
C  2.452  4.107  1.765
C  2.368  3.186  0.768
N  1.313  2.345  1.031
C  0.752  2.777  2.139
O  3.280  3.371  4.527
C  3.287  2.029  4.030
C  3.471  0.979  5.084
C  4.525  0.906  5.944
Cl  5.874  1.960  5.999
S  4.411  -0.415  7.028
C  2.939  -0.923  6.313
C  2.564  -0.099  5.300
C  1.844  2.707  7.255
Cl  3.294  3.487  7.788
C  1.228  1.835  8.135
H  -1.439  0.992  6.230
H  -0.301  2.490  4.669
H  2.402  4.739  5.654
H  1.489  5.545  3.769
H  0.153  4.478  4.148
H  3.159  4.894  1.960
H  3.012  3.036  -0.081
H  -0.090  2.298  2.610
H  4.119  2.011  3.324
H  2.377  1.797  3.471
H  2.432  -1.801  6.680
H  1.668  -0.243  4.711
H  1.656  1.651  9.110

## Properties
Net charge: +1
E: -5015.1615 Ha
E_HOMO: -0.34989 hartree

=====

Here is C29H51NO2SScSi2 as an isolated structure in a non-equilibrium geometry from the Open Molecules 2025 dataset. Energies are from the ωB97M-V functional and the def2-TZVPD basis.

Atoms and positions in Å:
O  -0.878  -1.155  -2.384
O  2.097  1.652  -4.556
C  -0.204  -2.433  -2.781
C  -1.302  -3.473  -2.721
H  0.558  -2.537  -2.008
H  0.276  -2.320  -3.784
H  -1.712  -3.568  -1.693
H  -0.909  -4.446  -3.029
H  -2.146  -3.238  -3.384
C  -1.903  -0.771  -3.390
C  -1.726  -1.277  -4.806
H  -2.075  0.312  -3.389
H  -2.831  -1.184  -3.006
H  -0.797  -0.889  -5.195
H  -2.550  -0.926  -5.441
H  -1.642  -2.358  -4.843
C  1.178  2.801  -4.803
C  3.007  1.080  -5.517
C  -0.121  2.313  -5.393
H  1.734  3.447  -5.485
H  1.041  3.369  -3.866
H  -0.088  2.385  -6.488
H  -0.957  2.938  -5.076
H  -0.347  1.291  -5.100
C  2.419  1.093  -6.883
H  3.179  0.042  -5.192
H  3.963  1.617  -5.425
H  1.436  0.608  -6.912
H  3.090  0.544  -7.535
H  2.351  2.115  -7.268
H  2.421  1.013  -3.291
Sc  -1.276  -0.060  -0.719
C  2.781  0.149  -2.768
Si  3.881  0.881  -1.501
H  1.951  -0.240  -2.168
H  3.201  -0.756  -3.306
C  5.433  -0.117  -2.016
C  3.493  0.535  0.318
C  3.600  2.755  -1.694
C  -2.665  -1.495  -0.226
Si  -3.960  -0.183  -0.096
H  -2.320  -2.002  0.672
H  -3.014  -2.285  -0.913
C  -5.389  -1.028  -0.988
C  -3.502  1.354  -1.054
C  -4.197  0.474  1.624
H  3.056  3.019  -2.612
H  4.517  3.359  -1.738
H  3.008  3.124  -0.836
H  5.223  -1.176  -1.763
H  6.398  0.113  -1.547
H  5.625  -0.062  -3.104
H  2.982  -0.448  0.387
H  2.837  1.308  0.782
H  4.405  0.452  0.935
H  -4.375  1.577  -1.696
H  -2.638  1.305  -1.759
H  -3.325  2.240  -0.424
H  -4.919  1.301  1.618
H  -3.252  0.854  2.038
H  -4.563  -0.298  2.307
H  -6.362  -0.638  -0.671
H  -5.369  -2.110  -0.789
H  -5.319  -0.905  -2.079
S  0.272  0.789  3.240
C  0.517  -0.938  3.191
C  0.732  -1.734  4.325
C  0.802  -3.132  4.169
C  0.661  -3.684  2.872
C  0.458  -2.888  1.726
C  0.354  -1.499  1.897
N  0.075  -0.530  0.921
C  0.073  0.729  1.445
C  -0.007  1.948  0.670
C  0.299  3.189  1.280
C  0.451  4.315  0.513
C  0.091  4.276  -0.828
C  -0.461  3.136  -1.388
C  -0.373  1.978  -0.674
H  0.837  -1.285  5.319
H  0.980  -3.808  5.031
H  0.713  -4.770  2.749
H  0.334  -3.295  0.717
H  0.429  3.236  2.351
H  0.805  5.242  0.959
H  0.231  5.136  -1.451
H  -0.961  3.147  -2.345

## Properties
Net charge: +1
E: -3078.4611 Ha
E_HOMO: -0.38374 hartree

=====

Here is an isolated molecule of C6H7N3O in a non-equilibrium geometry from the Open Molecules 2025 dataset. Energies are from the ωB97M-V functional and the def2-TZVPD basis.

Atoms and positions in Å:
O  2.567  -1.142  0.960
C  1.861  -1.347  0.052
C  0.847  -0.320  -0.623
C  1.048  1.137  -0.143
C  -0.417  1.645  0.157
C  -1.169  0.404  0.357
N  -2.344  0.076  0.749
C  -2.385  -1.299  0.357
N  -1.265  -1.747  -0.141
N  -0.458  -0.638  -0.214
H  1.776  -2.293  -0.499
H  0.923  -0.475  -1.741
H  1.589  1.818  -0.855
H  1.823  1.236  0.709
H  -0.568  2.417  -0.700
H  -0.453  2.382  0.999
H  -3.374  -1.854  0.575

## Properties
E: -472.2816 Ha
E_HOMO: -0.34879 hartree

=====

E of number 8 (C58H49Cl3N9O5PdS)? -5015.1615 Ha

=====

Number 6 is which compound? C10H19N2O

=====

Number 8 is which compound? C58H49Cl3N9O5PdS

=====

Which of these has the highest E? C6H7N3O